Entry 1:
Formula: C24H19IN3O2V
Source: the Open Molecules 2025 dataset
Level of theory: ωB97M-V/def2-TZVPD

As for the molar mass: 559.28 g mol⁻¹. The LUMO energy (spin up / spin down) comes out at -3.7 / -3.7 eV. Its spin multiplicity is 4. Its expectation value of S² is 3.7575. The net charge is +1. The value obtained for the gap between HOMO and LUMO (spin up / spin down) is 6.862 / 7.124 eV.

Cartesian coordinates (Å):
V 0.12331 0.63633 0.05237
C 3.69136 1.02866 0.12946
C 3.21557 0.11610 -0.95676
C 4.14132 -0.51947 -1.78432
C 3.71592 -1.35126 -2.79022
C 2.35067 -1.53275 -2.97485
C 1.48651 -0.87441 -2.13605
N 1.89601 -0.06644 -1.12623
C -0.00153 -1.02269 -2.30034
C -0.61955 -1.45239 -3.45869
C -2.00400 -1.50023 -3.48860
C -2.74874 -1.10805 -2.38780
C -2.07724 -0.68622 -1.25641
N -0.73480 -0.67470 -1.23068
C -2.74826 -0.18819 -0.00603
C -4.06087 -0.49489 0.25212
C -4.63730 0.00049 1.41531
C -3.87452 0.77819 2.25078
C -2.54201 1.04969 1.93964
C -1.72465 1.90801 2.85367
N -1.97945 0.56249 0.82206
H 3.43738 0.62887 1.11018
H 3.23485 2.01389 0.03597
H 4.77189 1.14263 0.07191
H 5.19382 -0.34308 -1.61115
H 4.43166 -1.85510 -3.42679
H 1.97905 -2.18834 -3.74904
H -0.03716 -1.71622 -4.32964
H -2.50902 -1.82133 -4.39100
H -3.82846 -1.10360 -2.42397
H -4.62695 -1.11915 -0.42394
H -5.66810 -0.22089 1.65989
H -4.28492 1.19154 3.16168
H -0.91368 1.33543 3.30229
H -2.35215 2.30105 3.65107
H -1.28761 2.74746 2.31309
I 4.06591 4.93574 6.50133
C 3.12915 3.93318 4.96161
C 2.95151 2.55720 5.05407
C 2.32062 1.88627 4.01699
C 1.87609 2.59037 2.90467
C 2.05647 3.96441 2.81786
C 2.68654 4.64287 3.85080
C 1.20642 1.85789 1.81049
O 1.04067 0.59689 1.88788
O 0.78003 2.46011 0.76919
H 3.30060 2.01682 5.92282
H 2.17354 0.81572 4.07197
H 1.70527 4.50082 1.94587
H 2.83221 5.71247 3.79288

***

Entry 2:
Formula: C7H12N
Source: the Open Molecules 2025 dataset
Level of theory: ωB97M-V/def2-TZVPD

As for the molar mass: 110.18 g mol⁻¹. The LUMO energy comes out at -3.5 eV. The net charge is +1. The value obtained for the gap between HOMO and LUMO is 9.433 eV.

Cartesian coordinates (Å):
C 3.16948 -0.67697 0.00373
C 1.86078 -0.92124 0.00981
C 0.80167 0.05877 0.00814
N 1.20520 1.48491 0.00812
C -0.55429 -0.21807 -0.01090
C -1.62724 0.84678 -0.02994
C -2.73809 -0.21172 0.05099
C -1.71332 -1.34203 -0.02137
H 3.87392 -1.48801 -0.00996
H 3.61949 0.30296 0.01617
H 1.50624 -1.94090 0.00285
H 1.22202 1.87082 0.96203
H 0.56147 2.04540 -0.56540
H 2.16058 1.52604 -0.37872
H -1.65157 1.42438 -0.95763
H -1.60654 1.54452 0.80900
H -3.28734 -0.19030 0.98803
H -3.44754 -0.19267 -0.77122
H -1.69689 -1.91202 -0.94473
H -1.65804 -2.01063 0.83101

***

In kcal per mole, the energy relative to the best compared isomer or geometry (same formula, charge and spin) values for the records above are, in order, 4.29 45.08.